1.
{"formula": "C7H16N", "method": "the ωB97M-V functional and the def2-TZVPD basis", "species": ["C", "C", "C", "C", "C", "C", "C", "N", "H", "H", "H", "H", "H", "H", "H", "H", "H", "H", "H", "H", "H", "H", "H", "H"], "coordinates": [[-2.2532, 0.5208, 2.2690], [-1.1505, 0.7664, 1.5710], [-0.5973, 2.0514, 1.2871], [-0.2433, -0.4408, 1.1225], [-0.1508, -0.4483, -0.4094], [0.9823, -0.1750, -1.2398], [0.6248, -0.5015, -2.6422], [1.9814, -1.1791, -0.6320], [-2.8759, 1.3267, 2.5666], [-2.5223, -0.4997, 2.4115], [-0.6492, 2.2837, 0.0937], [-1.3503, 2.7571, 1.8836], [0.3877, 2.3394, 1.5110], [-0.6738, -1.3085, 1.5889], [0.7105, -0.3253, 1.6033], [-1.0304, -0.0024, -0.6802], [-0.4699, -1.5105, -0.6307], [1.5305, 0.7522, -1.1199], [0.5900, -1.5787, -3.0927], [1.1910, 0.0865, -3.3324], [-0.4125, -0.3760, -2.7469], [1.8777, -1.2491, 0.4159], [1.5022, -2.1390, -0.8720], [3.0013, -1.1502, -0.9258]], "forces_ev_per_a": [[0.904, 0.011, -1.088], [1.631, -3.312, 0.720], [-3.442, 4.043, -2.236], [-0.719, 2.124, 0.647], [-2.549, -3.464, 2.618], [2.476, -0.754, 0.626], [0.644, -2.027, -2.031], [-0.038, -3.274, -0.043], [-0.581, 0.394, 0.466], [-0.521, -0.443, 0.369], [-0.231, -0.300, 2.628], [1.888, -0.673, -1.746], [1.412, -0.277, 0.862], [-0.165, -0.747, -0.432], [0.777, 0.321, 0.428], [-1.905, 1.811, -1.326], [0.548, 0.578, -0.328], [-0.495, 0.551, -0.087], [1.017, 1.296, 1.564], [0.066, 0.375, -0.625], [-1.393, 1.191, -0.301], [0.570, 0.855, -1.051], [1.704, 1.826, 0.014], [-1.598, -0.106, 0.353]], "mulliken_charge": [-1.09, 0.59, -1.04, -0.70, -1.84, 0.53, -1.33, -0.40, 0.29, 0.30, 0.19, 0.28, 0.32, 0.41, 0.45, 0.85, 0.49, 0.51, 0.34, 0.36, 0.36, 0.32, 0.46, 0.35], "multiplicity": 1, "e_above_lowest_kj_mol": 266.3, "total_charge": 1, "smiles": "C=C(C)CC[C@H](C)[NH3+]", "homo_ha": -0.465}


2.
{"formula": "C50H35I2N3O5Pt", "method": "the ωB97M-V functional and the def2-TZVPD basis", "species": ["Pt", "O", "C", "C", "C", "C", "C", "C", "C", "C", "C", "O", "C", "C", "C", "C", "C", "C", "C", "C", "C", "C", "C", "C", "N", "C", "C", "C", "C", "C", "C", "C", "C", "C", "C", "C", "C", "H", "H", "H", "H", "H", "H", "H", "H", "H", "H", "H", "H", "H", "H", "H", "H", "H", "H", "H", "H", "H", "H", "H", "H", "H", "H", "H", "I", "C", "C", "C", "I", "C", "C", "C", "C", "N", "C", "C", "O", "H", "H", "H", "H", "O", "C", "N", "C", "O", "C", "C", "C", "C", "C", "C", "H", "H", "H", "H"], "coordinates": [[-0.0915, -0.0106, 0.2489], [-0.1010, 1.6872, 1.2602], [1.1426, 2.2604, 1.5495], [1.8856, 1.3752, 2.5654], [2.3358, 0.0098, 2.1247], [3.5492, -0.4783, 2.5852], [3.9569, -1.7546, 2.2476], [3.0842, -2.5579, 1.5384], [1.8541, -2.0556, 1.1554], [0.8427, -2.9440, 0.5046], [0.6916, -2.6166, -0.9917], [0.1752, -1.3332, -1.1629], [2.0698, -2.7316, -1.6504], [2.7664, -1.5768, -1.9903], [4.0619, -1.6663, -2.4835], [4.6656, -2.9054, -2.6350], [3.9600, -4.0604, -2.3225], [2.6648, -3.9746, -1.8334], [-0.3101, -3.5550, -1.6835], [-1.0204, -4.5428, -1.0179], [-1.9576, -5.3096, -1.6998], [-2.1972, -5.0860, -3.0453], [-1.4938, -4.0911, -3.7122], [-0.5559, -3.3314, -3.0348], [1.5193, -0.7643, 1.3813], [0.8922, 3.6143, 2.2249], [1.9450, 4.4956, 2.4558], [1.7065, 5.7402, 3.0156], [0.4115, 6.1198, 3.3445], [-0.6385, 5.2444, 3.1160], [-0.4009, 3.9932, 2.5600], [1.9338, 2.5543, 0.2568], [3.2258, 2.1103, -0.0016], [3.8591, 2.4395, -1.1963], [3.2174, 3.2295, -2.1336], [1.9450, 3.7144, -1.8615], [1.3102, 3.3765, -0.6804], [2.7311, 1.9218, 2.9827], [1.1649, 1.2282, 3.3746], [4.1733, 0.1552, 3.2003], [4.9251, -2.1266, 2.5558], [3.3406, -3.5772, 1.2857], [1.1466, -3.9816, 0.6289], [-0.1309, -2.7813, 0.9706], [2.2799, -0.6146, -1.8844], [4.5963, -0.7629, -2.7510], [5.6795, -2.9754, -3.0087], [4.4186, -5.0308, -2.4660], [2.1100, -4.8781, -1.6041], [-0.8685, -4.7248, 0.0380], [-2.5107, -6.0732, -1.1670], [-2.9379, -5.6770, -3.5690], [-1.6847, -3.9013, -4.7610], [-0.0224, -2.5367, -3.5426], [2.9547, 4.2170, 2.1737], [2.5306, 6.4224, 3.1837], [0.2239, 7.1000, 3.7641], [-1.6512, 5.5367, 3.3646], [-1.2129, 3.3069, 2.3599], [3.7679, 1.5219, 0.7246], [4.8645, 2.0802, -1.3815], [3.7022, 3.4612, -3.0736], [1.4383, 4.3474, -2.5794], [0.3142, 3.7507, -0.4724], [-5.3081, -2.3670, -1.2943], [-4.6278, -1.9763, 0.6227], [-5.4670, -1.9753, 1.7018], [-4.9486, -1.7044, 2.9677], [-6.2834, -1.8343, 4.5719], [-3.5849, -1.3496, 3.1870], [-3.0372, -1.0842, 4.4513], [-1.6831, -0.7939, 4.5532], [-0.9213, -0.7099, 3.4130], [-1.4272, -0.9092, 2.1824], [-2.7215, -1.2825, 2.0619], [-3.1974, -1.7398, 0.7547], [-2.4167, -2.0134, -0.1508], [-6.5162, -2.2036, 1.5811], [-3.6560, -1.1300, 5.3352], [-1.2262, -0.6225, 5.5181], [0.1288, -0.4781, 3.4717], [-3.2935, 1.3671, 0.2806], [-2.6631, 1.4101, -0.7679], [-1.4089, 0.8700, -0.9790], [-0.9607, 1.1309, -2.2615], [0.1581, 0.7646, -2.6996], [-2.0004, 1.8910, -2.9557], [-2.0526, 2.4465, -4.2282], [-3.1774, 3.1855, -4.5577], [-4.2192, 3.3676, -3.6411], [-4.1626, 2.8061, -2.3710], [-3.0456, 2.0647, -2.0395], [-1.2380, 2.3072, -4.9281], [-3.2492, 3.6365, -5.5394], [-5.0786, 3.9585, -3.9307], [-4.9628, 2.9411, -1.6543]], "forces_ev_per_a": [[0.514, 0.248, 0.197], [-0.003, -0.016, 0.333], [0.016, -0.013, -0.256], [0.022, 0.137, -0.208], [-0.150, 0.096, 0.004], [0.138, -0.081, -0.005], [-0.106, 0.014, -0.008], [0.106, -0.036, 0.116], [-0.094, 0.018, 0.090], [-0.027, 0.276, -0.239], [-0.071, -0.459, -0.332], [-0.219, 0.393, 0.143], [-0.085, 0.287, 0.089], [-0.007, -0.076, -0.039], [-0.004, -0.015, 0.021], [0.052, 0.008, -0.043], [-0.020, -0.033, 0.034], [0.074, 0.019, -0.011], [0.145, 0.083, 0.188], [0.086, -0.056, -0.136], [-0.037, -0.014, 0.015], [-0.044, -0.039, 0.043], [0.019, 0.045, -0.024], [-0.050, -0.028, 0.019], [0.120, -0.301, -0.136], [-0.159, -0.037, -0.007], [-0.037, -0.014, 0.075], [0.048, 0.001, 0.026], [-0.023, 0.018, -0.014], [0.014, 0.011, 0.043], [0.007, -0.032, 0.022], [-0.071, -0.100, 0.220], [-0.148, 0.086, 0.015], [0.081, -0.027, 0.000], [0.073, -0.063, -0.034], [-0.144, -0.052, -0.041], [-0.072, -0.063, -0.101], [0.095, -0.126, 0.016], [0.062, 0.159, 0.074], [-0.015, 0.065, -0.053], [-0.005, -0.001, 0.015], [-0.040, 0.000, -0.012], [0.018, -0.013, 0.031], [-0.015, -0.077, 0.044], [0.070, -0.021, 0.020], [0.003, -0.004, 0.008], [-0.017, 0.001, -0.021], [0.002, 0.000, 0.006], [-0.005, 0.007, 0.003], [-0.001, 0.012, -0.001], [-0.006, -0.011, -0.020], [0.013, 0.000, -0.012], [0.005, -0.003, 0.002], [0.006, -0.013, -0.005], [0.000, 0.019, -0.025], [-0.002, -0.007, -0.005], [0.000, -0.009, 0.015], [0.004, -0.004, -0.011], [-0.010, 0.022, -0.028], [0.002, -0.085, 0.026], [-0.023, -0.008, -0.020], [0.017, 0.056, 0.034], [0.001, -0.009, 0.000], [-0.009, -0.044, 0.002], [0.063, 0.022, 0.262], [0.133, 0.083, -0.681], [0.078, 0.095, 0.555], [-0.744, -0.108, 0.069], [0.121, 0.028, -0.181], [0.413, 0.082, -0.106], [0.679, 0.089, -0.213], [-0.929, -0.158, 0.595], [-0.476, -0.031, -1.477], [-0.402, -0.231, 0.688], [0.721, 0.399, 1.171], [0.160, -0.253, -0.882], [-0.196, 0.269, 0.310], [-0.002, 0.012, 0.023], [-0.023, 0.009, 0.006], [-0.024, 0.003, 0.010], [0.057, 0.063, -0.085], [-0.108, -0.420, 0.628], [-0.498, 0.588, -0.833], [1.121, -0.466, -0.676], [-3.590, 1.280, 0.908], [1.960, -0.659, -0.908], [1.276, -0.633, 0.367], [-0.220, 0.314, -0.558], [0.549, -0.248, -0.123], [-0.355, -0.010, 0.410], [-0.175, 0.202, -0.403], [0.358, -0.441, 0.996], [-0.058, 0.050, -0.043], [0.008, -0.007, -0.001], [-0.009, -0.008, 0.017], [0.016, 0.001, 0.013]], "mulliken_charge": [1.93, -0.67, 1.87, -2.16, 0.07, -0.48, -1.27, -0.66, 0.39, -2.24, 2.49, 0.08, 0.08, -0.01, -1.02, -0.63, -0.90, -0.59, -0.13, 0.19, -0.88, -0.62, -0.83, -0.65, 0.88, -0.25, -0.26, -1.03, -0.51, -0.96, -0.12, 0.27, -0.15, -0.76, -0.64, -0.76, -0.07, 0.57, 0.57, 0.56, 0.44, 0.58, 1.08, 0.18, 0.28, 0.51, 0.42, 0.42, 0.42, 0.38, 0.42, 0.41, 0.43, 0.31, 0.34, 0.40, 0.39, 0.43, 0.44, 0.27, 0.52, 0.41, 0.47, 0.42, 0.08, -0.78, -0.39, 0.10, 0.09, 0.71, -0.95, -1.32, -0.40, 0.15, -0.02, 0.55, -0.03, 0.39, 0.24, 0.49, 0.42, -0.82, -0.15, 0.82, -0.02, -0.38, 0.71, -0.74, -0.51, -0.61, -0.50, -0.03, 0.47, 0.42, 0.41, 0.51], "multiplicity": 5, "homo_ha": [-0.189, -0.306]}


3.
{"formula": "C18H25BrNO9S2", "method": "the ωB97M-V functional and the def2-TZVPD basis", "species": ["C", "C", "Br", "C", "S", "O", "O", "N", "S", "O", "O", "C", "O", "C", "C", "C", "C", "C", "C", "H", "H", "H", "H", "H", "H", "H", "H", "H", "H", "H", "H", "H", "O", "C", "O", "C", "C", "C", "H", "H", "H", "H", "H", "H", "O", "C", "O", "C", "C", "C", "H", "H", "H", "H", "H", "H"], "coordinates": [[5.0621, -1.8049, 0.8966], [4.4566, -2.6999, -0.1759], [5.6834, -2.7433, -1.6777], [4.1702, -4.0560, 0.4713], [3.8216, -5.4108, -0.6583], [5.1153, -5.9586, -0.9901], [3.1134, -4.8537, -1.7960], [2.9995, -6.5399, 0.1323], [1.6213, -6.1072, 0.8230], [1.7470, -5.1105, 1.8717], [0.9399, -7.3075, 1.2483], [0.5376, -5.4137, -0.4626], [-0.6101, -4.8370, 0.1218], [-0.6943, -3.4797, 0.0730], [0.3931, -2.6425, 0.3125], [0.2667, -1.2617, 0.2650], [-0.9738, -0.6790, 0.0084], [-2.0589, -1.5159, -0.2238], [-1.9297, -2.9004, -0.1987], [5.9941, -2.2589, 1.2203], [5.2368, -0.7992, 0.5323], [4.3983, -1.7745, 1.7584], [3.5073, -2.2774, -0.4860], [5.0476, -4.3627, 1.0319], [3.3646, -3.9090, 1.1836], [0.2167, -6.2785, -1.0327], [1.0671, -4.7542, -1.1412], [1.3462, -3.1004, 0.5228], [1.1388, -0.6503, 0.4327], [-1.0669, 0.3922, -0.0148], [-3.0183, -1.0663, -0.4256], [-2.8007, -3.5077, -0.3894], [-1.9266, 2.8862, -2.6001], [-2.8139, 2.7068, -1.8192], [-2.9537, 1.5506, -1.1248], [-4.1587, 1.5870, -0.3413], [-4.4744, 3.0665, -0.1655], [-3.9367, 3.6623, -1.4647], [-4.9415, 1.0545, -0.8865], [-3.9783, 1.0776, 0.6027], [-5.5295, 3.2632, 0.0124], [-3.9120, 3.4651, 0.6810], [-4.6805, 3.6444, -2.2624], [-3.5552, 4.6691, -1.3274], [-3.3507, 6.7616, -0.3424], [-2.2668, 6.6842, 0.1605], [-1.9445, 7.3426, 1.2974], [-0.5522, 7.1489, 1.6057], [-0.1549, 5.8701, 0.8803], [-1.0617, 5.9120, -0.3481], [0.0024, 8.0188, 1.2474], [-0.4376, 7.0792, 2.6845], [0.9069, 5.8212, 0.6499], [-0.4057, 5.0030, 1.4925], [-0.6162, 6.4710, -1.1718], [-1.3506, 4.9234, -0.6928]], "forces_ev_per_a": [[-0.052, -0.294, -0.088], [-0.336, -0.138, 0.855], [-0.032, 0.079, -0.148], [0.509, 0.376, -0.265], [0.836, -0.534, -0.491], [-0.076, -0.192, 0.270], [-0.467, 0.256, 0.306], [-0.412, 1.121, -0.029], [-0.447, -0.959, 0.510], [0.208, 0.429, -0.313], [0.150, -0.111, -0.176], [0.031, -0.285, -0.041], [-0.157, 0.106, -0.219], [-0.103, 0.551, 0.102], [0.233, -0.142, -0.181], [-0.497, -0.247, -0.052], [0.423, -0.513, 0.101], [0.238, 0.158, 0.161], [-0.095, 0.270, 0.075], [0.244, 0.167, 0.076], [0.080, 0.142, -0.038], [-0.151, 0.089, 0.104], [0.047, 0.050, -0.629], [0.111, -0.274, 0.053], [-0.203, -0.184, -0.029], [-0.042, -0.205, -0.019], [0.106, 0.245, 0.173], [0.104, 0.003, 0.111], [0.121, 0.125, 0.053], [-0.134, 0.150, -0.097], [-0.190, -0.070, -0.106], [0.022, -0.256, -0.003], [0.173, -0.028, 0.083], [-0.210, 0.071, -0.273], [-0.059, 0.122, 0.010], [-0.092, 0.026, 0.151], [-0.040, 0.085, -0.080], [0.040, -0.183, 0.527], [0.004, 0.017, -0.025], [0.116, -0.091, -0.069], [-0.012, -0.051, -0.022], [-0.016, -0.007, 0.014], [0.064, 0.058, -0.070], [-0.106, 0.085, -0.283], [-0.062, 0.005, 0.158], [0.110, 0.036, -0.337], [0.003, -0.022, 0.062], [0.160, -0.060, 0.039], [-0.013, -0.033, -0.107], [0.077, -0.103, 0.504], [-0.009, -0.001, -0.026], [-0.134, 0.065, 0.021], [0.000, 0.057, -0.007], [0.014, 0.008, 0.019], [-0.056, -0.038, -0.076], [-0.021, 0.071, -0.238]], "mulliken_charge": [-1.45, 0.18, -0.11, -1.02, 1.19, -0.69, -0.69, -0.62, 1.18, -0.69, -0.73, -0.84, -0.40, 0.00, 0.35, -0.80, -0.31, -0.05, -0.78, 0.44, 0.40, 0.35, 0.23, 0.53, 0.52, 0.30, 0.68, 0.38, 0.39, 0.42, 0.25, 0.42, -0.62, 0.39, -0.25, -0.40, -0.51, -0.17, 0.27, 0.36, 0.40, 0.18, 0.31, 0.01, -0.59, 0.59, -0.38, -0.42, -0.59, 0.05, 0.25, 0.34, 0.34, 0.27, 0.31, -0.14], "multiplicity": 1, "e_above_lowest_kj_mol": 0.0, "total_charge": -1, "homo_ha": -0.222}